This record from the Open Molecules 2025 dataset describes a single C4H6N2O molecule. The level of theory is ωB97M-V/def2-TZVPD.

Frontier orbital gap, eV: 8.75
Strongest force on any atom, eV/Å: 0.35
E, a.u.: -340.64162
E_LUMO, eV: -0.38
Relative energy (zero: lowest compared OMol25 entry of this formula, charge and spin), kcal per mole: 96.2

Geometry as XYZ:
```
13
Properties=species:S:1:pos:R:3:mulliken_charge:R:1
N 1.797 -1.605 -0.546 -0.7413
C 0.944 -0.745 -0.168 0.5171
O 1.279 0.541 0.116 -0.3668
C 0.254 1.484 0.437 -0.0955
C -1.121 1.302 0.010 -0.6770
C -1.446 -0.118 -0.176 -0.2616
N -0.381 -1.087 0.017 -0.2420
H 2.725 -1.189 -0.556 0.2731
H 0.025 1.476 1.531 0.2829
H 0.683 2.466 0.228 0.3713
H -1.957 -0.218 -1.148 0.3046
H -2.247 -0.279 0.565 0.3677
H -0.555 -2.028 -0.309 0.2675
```

This record from the Open Molecules 2025 dataset describes a molecular structure, C43H40N10O2S3SeSr. The level of theory is ωB97M-V/def2-TZVPD.

Frontier orbital gap, eV: 5.80
Strongest force on any atom, eV/Å: 0.85
E, a.u.: -5987.44311
E_LUMO, eV: -1.26
Relative energy (zero: lowest compared OMol25 entry of this formula, charge and spin), kcal per mole: 16.7

Geometry as XYZ:
```
100
Properties=species:S:1:pos:R:3:mulliken_charge:R:1
Sr 0.887 -0.739 0.176 1.3802
C -5.885 -1.741 3.777 -1.8697
C -4.554 -1.288 3.262 0.2247
C -4.305 -0.001 2.885 -0.9498
C -3.020 0.432 2.443 0.5252
C -2.955 1.786 2.039 -0.5672
N -1.977 2.651 1.890 0.0426
C -0.566 2.626 2.302 0.3538
C 0.233 3.696 1.568 -1.1423
C 0.281 3.459 0.063 -0.4453
N 1.433 4.092 -0.578 0.0457
C 2.705 3.998 -0.292 -1.0442
C 3.380 3.184 0.645 0.3451
C 4.581 3.729 1.171 -0.5612
C 5.302 3.097 2.141 0.0659
C 6.548 3.671 2.743 -1.8003
C 4.844 1.820 2.534 -0.5895
C 3.740 1.191 2.009 0.9888
C 3.572 -0.215 2.390 -1.4741
N 2.648 -1.013 2.041 0.8041
C 2.773 -2.389 2.525 -1.1262
C 2.042 -2.541 3.856 -1.1018
C 0.551 -2.231 3.769 0.0710
N -0.089 -3.164 2.852 -0.4639
C -1.260 -2.979 2.420 -0.9360
C -2.240 -1.880 2.679 1.0432
C -3.488 -2.213 3.125 -0.1385
C -1.954 -0.520 2.296 -0.5600
O -0.865 -0.225 1.739 0.9270
C 2.954 1.856 0.992 0.3051
O 2.007 1.282 0.390 -0.1535
H -6.666 -1.026 3.522 0.3827
H -5.881 -1.853 4.863 0.3767
H -6.165 -2.707 3.356 0.4062
H -5.103 0.733 2.932 0.3700
H -3.923 2.234 1.832 0.4153
H -2.284 3.556 1.560 0.3374
H -0.181 1.627 2.112 -0.4761
H -0.554 2.803 3.382 0.2666
H 1.239 3.668 1.987 0.3669
H -0.164 4.691 1.794 0.5396
H -0.591 3.875 -0.443 0.6371
H 0.291 2.399 -0.174 -0.2059
H 1.213 4.661 -1.383 0.4018
H 3.315 4.704 -0.850 0.4917
H 4.909 4.694 0.797 0.3809
H 6.872 4.560 2.203 0.3792
H 7.364 2.948 2.711 0.3892
H 6.397 3.953 3.787 0.3236
H 5.443 1.266 3.251 0.4575
H 4.407 -0.590 2.993 0.2421
H 3.827 -2.672 2.601 0.4197
H 2.318 -3.063 1.796 0.3662
H 2.502 -1.887 4.602 0.3484
H 2.162 -3.571 4.200 0.4866
H 0.378 -1.194 3.471 -0.2071
H 0.099 -2.371 4.757 0.4303
H -1.657 -3.766 1.773 0.4833
H -3.689 -3.258 3.345 0.4889
S 1.940 4.293 -5.180 -0.3423
C 1.152 3.037 -4.423 0.2320
S -0.150 3.265 -3.286 -0.1721
C -0.203 1.558 -2.978 0.1871
N 0.620 0.872 -3.702 -0.7552
N 1.360 1.720 -4.517 0.6264
C 2.345 1.090 -5.341 0.1856
C 2.396 1.367 -6.696 -0.4507
C 3.352 0.726 -7.469 -0.6032
C 4.228 -0.179 -6.890 -0.4643
C 4.155 -0.450 -5.530 -0.5795
C 3.213 0.188 -4.744 -0.0247
S -1.224 0.970 -1.714 -0.3032
H 1.711 2.081 -7.127 0.4350
H 3.410 0.933 -8.530 0.3581
H 4.970 -0.676 -7.501 0.3766
H 4.834 -1.159 -5.075 0.4026
H 3.132 -0.026 -3.688 0.2160
N -9.571 -2.740 -1.844 -0.5147
C -8.425 -2.789 -1.787 -0.0167
C -6.995 -2.851 -1.715 0.4060
C -6.270 -3.363 -2.789 -0.8351
C -4.890 -3.420 -2.721 -0.6579
C -4.240 -2.978 -1.573 0.4142
C -4.960 -2.472 -0.496 0.4401
C -6.338 -2.402 -0.574 -0.9194
N -2.832 -3.034 -1.494 0.3237
C -1.982 -3.980 -2.033 -0.2243
C -0.734 -3.630 -1.626 -1.4100
N -0.792 -2.491 -0.862 0.7969
C -2.055 -2.165 -0.808 -1.0559
H -6.782 -3.700 -3.680 0.4609
H -4.317 -3.778 -3.564 0.4865
H -4.456 -2.150 0.404 0.1810
H -6.910 -2.011 0.256 0.5464
H -2.346 -4.801 -2.622 0.4778
H 0.203 -4.116 -1.839 0.5079
H -2.475 -1.294 -0.334 0.5302
Se 3.077 -2.070 -1.421 -0.4171
C 4.410 -0.958 -0.762 0.2931
N 5.235 -0.259 -0.353 -0.6356
```

This record from the Open Molecules 2025 dataset describes a single C6H16N2 molecule. The level of theory is ωB97M-V/def2-TZVPD.

Frontier orbital gap, eV: 9.62
Strongest force on any atom, eV/Å: 7.53
E, a.u.: -347.60899
E_LUMO, eV: 1.09
Relative energy (zero: lowest compared OMol25 entry of this formula, charge and spin), kcal per mole: 72.7

Geometry as XYZ:
```
24
Properties=species:S:1:pos:R:3:mulliken_charge:R:1
C -1.578 1.478 -0.952 -1.8723
C -0.761 0.416 -0.168 0.3724
C -1.077 -0.877 -0.968 -1.1238
C 0.100 -1.929 -1.024 -0.6124
C 0.002 -2.793 0.257 -1.1958
N 0.635 0.850 -0.130 -0.2683
C 0.812 1.771 1.062 -0.4579
N 1.932 1.190 1.895 -0.6897
H -1.232 2.411 -0.789 0.5936
H -1.484 1.476 -2.063 0.3879
H -2.548 1.391 -0.630 0.4553
H -1.061 0.120 0.875 0.3305
H -2.009 -1.269 -0.516 0.3368
H -1.396 -0.755 -1.971 0.4803
H 0.912 -1.456 -1.330 0.5466
H -0.133 -2.693 -1.823 0.2722
H 0.752 -3.471 0.353 0.4379
H -0.230 -2.152 1.141 0.2262
H -0.787 -3.564 0.294 0.3362
H 1.082 1.256 -0.975 0.2590
H -0.163 2.164 1.567 0.3317
H 1.254 2.747 0.600 0.3032
H 1.573 0.534 2.452 0.2600
H 2.517 0.592 1.218 0.2905
```

This record from the Open Molecules 2025 dataset describes 7 unconnected molecules or ions with the total composition C25H39O19. The level of theory is ωB97M-V/def2-TZVPD.

Frontier orbital gap, eV: 6.02
Strongest force on any atom, eV/Å: 3.57
E, a.u.: -2405.62293
E_LUMO, eV: 1.99
Relative energy (zero: lowest compared OMol25 entry of this formula, charge and spin), kcal per mole: 51.2
Charge: -1

Geometry as XYZ:
```
83
Properties=species:S:1:pos:R:3:mulliken_charge:R:1
C 17.996 29.722 1.131 1.7192
O 19.195 30.322 1.360 -0.9152
H 17.187 30.371 0.698 -0.7862
H 18.259 29.000 0.314 -0.4872
H 17.417 29.155 1.912 -0.5885
C 17.055 26.297 2.491 -1.6626
C 17.697 26.370 1.109 1.0627
C 19.163 26.353 1.009 0.7493
O 19.411 25.500 -0.100 -0.3015
C 18.286 24.804 -0.418 0.5220
O 18.200 23.999 -1.292 -0.5854
O 17.291 25.152 0.410 -0.4798
H 16.014 25.996 2.401 0.2744
H 17.241 27.193 3.080 0.3122
H 17.504 25.459 3.041 0.4260
H 17.105 27.153 0.631 0.0082
H 19.685 25.946 1.884 0.1350
H 19.604 27.338 0.833 -0.4580
C 21.636 28.894 2.649 -1.1500
C 23.158 28.842 2.497 0.2187
C 23.717 27.909 1.350 -0.2134
O 24.295 28.789 0.427 -0.3521
C 24.293 30.058 0.917 0.6464
O 24.946 30.946 0.482 -0.5606
O 23.550 30.149 2.027 -0.3671
H 21.125 29.332 1.788 0.2639
H 21.456 29.579 3.480 0.3914
H 21.208 27.921 2.889 0.2433
H 23.800 28.661 3.355 0.4068
H 22.988 27.143 1.090 0.2195
H 24.478 27.347 1.903 0.2280
C 22.677 27.304 -2.261 -1.2109
C 21.339 26.668 -2.572 0.7135
C 20.206 27.580 -2.213 -0.0332
O 20.163 28.471 -3.328 -0.3279
C 20.589 27.739 -4.395 0.5454
O 20.460 28.097 -5.522 -0.5698
O 21.105 26.560 -3.980 -0.4342
H 22.969 27.198 -1.211 0.0155
H 22.678 28.396 -2.351 0.2970
H 23.590 26.976 -2.763 0.4489
H 21.326 25.704 -2.070 0.4615
H 20.369 28.130 -1.286 -0.0067
H 19.255 27.051 -2.137 0.0646
C 17.114 33.832 0.499 -1.4374
C 16.458 32.907 1.513 2.1988
C 16.966 33.031 2.950 -0.3459
O 15.850 33.514 3.728 -0.3609
C 14.824 33.774 2.909 0.6641
O 13.801 34.327 3.176 -0.6124
O 15.092 33.346 1.658 -0.4371
H 17.116 34.795 1.019 0.4386
H 16.575 33.882 -0.445 0.3023
H 18.136 33.591 0.208 0.3096
H 16.444 31.860 1.208 -1.2214
H 17.794 33.743 2.990 0.2723
H 17.323 32.140 3.463 0.2603
C 13.816 29.619 -0.191 -0.9699
C 13.946 29.858 -1.681 0.4656
C 13.525 31.255 -2.199 -0.5043
O 14.645 31.738 -2.919 -0.3631
C 15.720 30.984 -2.575 0.5903
O 16.851 31.335 -2.647 -0.4926
O 15.308 29.793 -2.143 -0.3318
H 12.753 29.850 -0.051 0.3867
H 14.590 30.010 0.466 -0.0920
H 13.781 28.572 0.134 0.3834
H 13.374 29.122 -2.245 0.3236
H 13.221 31.948 -1.409 0.2415
H 12.668 31.238 -2.875 0.3133
C 13.646 27.879 3.335 -1.5865
C 14.498 29.135 3.480 1.9533
C 13.751 30.503 3.603 0.0015
O 14.404 31.084 4.691 -0.3602
C 15.253 30.284 5.330 0.5668
O 15.779 30.576 6.363 -0.5940
O 15.283 29.109 4.705 -0.4407
H 14.099 26.986 3.764 0.3669
H 13.463 27.716 2.275 0.2338
H 12.726 27.973 3.917 0.4454
H 15.232 29.194 2.673 -0.8308
H 12.663 30.415 3.671 0.2973
H 13.893 31.161 2.741 0.0823
```